Formula: C20H40O16
Source: the OMol25 dataset
Level of theory: ωB97M-V with the def2-TZVPD basis set

## Properties
E_HOMO	-0.3569	Eh
E_LUMO	0.15	eV
maximum force	0.039	Eh/bohr
SMILES	C[C@H]1COC(=O)O1.C[C@H]1COC(=O)O1.C[C@H]1COC(=O)O1.C[C@H]1COC(=O)O1.CO.CO.CO.CO
energy relative to the best compared isomer or geometry (same formula, charge and spin)	0.506	eV

Structure (ORCA input):
```
! RIJCOSX wB97M-V def2-TZVPD def2/J DEFGRID3
* xyz 0 1
C 0.7581 6.1604 -27.8535
C 2.2597 5.8579 -27.8888
C 3.1073 7.1197 -27.7374
O 4.1979 6.6583 -26.9370
C 3.8047 5.5596 -26.2747
O 4.4583 5.0108 -25.4590
O 2.5914 5.1463 -26.6977
H 0.4741 6.6130 -28.8046
H 0.5122 6.8488 -27.0442
H 0.1913 5.2522 -27.6530
H 2.4613 5.2566 -28.7773
H 2.5714 7.9498 -27.2798
H 3.4188 7.4156 -28.7385
C 4.4868 9.8983 -32.5530
C 4.6046 8.4077 -32.3725
C 5.9021 7.7547 -32.9062
O 6.4493 7.1100 -31.7723
C 5.6486 7.2438 -30.6989
O 5.8669 6.8014 -29.6117
O 4.6482 8.0958 -30.9672
H 4.5391 10.1772 -33.6060
H 5.3188 10.3959 -32.0533
H 3.5383 10.2293 -32.1342
H 3.7411 7.8599 -32.7577
H 6.5694 8.5075 -33.3326
H 5.7025 7.0881 -33.7469
C 7.9630 2.9711 -33.5428
C 8.1357 4.3839 -32.9985
C 8.6633 4.4651 -31.5682
O 9.7926 5.3342 -31.6957
C 10.0392 5.6122 -32.9696
O 10.9451 6.2807 -33.3476
O 9.1319 5.0381 -33.7883
H 7.5121 3.0443 -34.5370
H 7.3197 2.3591 -32.9125
H 8.9096 2.4616 -33.7245
H 7.1564 4.8667 -32.9783
H 9.0577 3.5331 -31.1603
H 7.9304 4.8638 -30.8701
C 0.8504 0.0559 -26.6292
C 0.4123 1.1162 -27.6261
C 0.8193 2.5547 -27.2637
O 1.1337 3.0785 -28.5612
C 1.3710 2.0977 -29.4401
O 1.7954 2.2513 -30.5416
O 1.1338 0.9000 -28.8490
H 0.4656 -0.9325 -26.8743
H 0.4230 0.2835 -25.6479
H 1.9338 0.0426 -26.5347
H -0.6563 1.0485 -27.8360
H 1.7229 2.6534 -26.6628
H -0.0364 3.1015 -26.8772
C 5.1922 3.5832 -30.3403
O 6.3673 2.8352 -30.0899
H 4.6656 3.8865 -29.4341
H 5.4055 4.4509 -30.9607
H 4.4766 2.9951 -30.9269
H 6.1076 1.9685 -29.7137
C 4.2870 2.3753 -33.9645
O 3.8012 1.8057 -35.1813
H 3.4988 2.4531 -33.2188
H 5.1610 1.8250 -33.6058
H 4.6310 3.4073 -34.1278
H 4.4799 2.0271 -35.8275
C 9.2832 0.9446 -29.9163
O 8.9183 2.0724 -29.1633
H 10.3141 1.0949 -30.2512
H 9.1566 0.0043 -29.3747
H 8.7278 0.8226 -30.8575
H 8.0204 2.3771 -29.3836
C 4.7455 0.2106 -30.3462
O 5.9000 0.1814 -29.5086
H 4.2955 -0.7815 -30.4544
H 3.9684 0.8429 -29.9129
H 5.0573 0.5226 -31.3385
H 5.7393 -0.3450 -28.7218
*
```

Formula: C20H40O5
Source: the OMol25 dataset
Level of theory: ωB97M-V with the def2-TZVPD basis set

## Properties
E_HOMO	-0.3428	Eh
E_LUMO	0.45	eV
maximum force	0.064	Eh/bohr
SMILES	C1CCOC1.C1CCOC1.C1CCOC1.C1CCOC1.C1CCOC1
energy relative to the best compared isomer or geometry (same formula, charge and spin)	5.345	eV

Structure (ORCA input):
```
! RIJCOSX wB97M-V def2-TZVPD def2/J DEFGRID3
* xyz 0 1
C -1.0795 1.9323 8.2499
C -1.1370 0.6381 7.5790
C -2.6139 0.3043 7.3853
O -3.2519 1.0635 8.3450
C -2.2448 1.7329 9.1377
H -1.1419 2.8501 7.6651
H -0.1582 2.0264 8.8247
H -0.6351 -0.0455 8.2638
H -0.6792 0.6772 6.5906
H -2.9989 -0.7055 7.5272
H -2.9932 0.7687 6.4751
H -2.0226 1.1255 10.0151
H -2.6104 2.6889 9.5125
C 1.4950 -0.6078 1.0417
C 0.4703 -0.4401 -0.0487
C -0.8438 -0.8512 0.6095
O -0.4175 -1.4903 1.7889
C 0.9212 -1.8097 1.7388
H 1.5175 0.1917 1.7823
H 2.4854 -0.8346 0.6472
H 0.6280 -1.1363 -0.8724
H 0.4053 0.5618 -0.4729
H -1.3674 -1.5714 -0.0192
H -1.4676 -0.0111 0.9150
H 1.1752 -2.8129 1.3964
H 1.3087 -1.8836 2.7549
C 5.3546 -6.0883 -1.4731
C 4.7090 -5.6168 -2.7415
C 5.8856 -5.2882 -3.6026
O 6.9528 -6.2078 -3.2259
C 6.6394 -6.8364 -1.9834
H 4.8522 -6.8320 -0.8545
H 5.6799 -5.1981 -0.9347
H 4.0996 -4.7514 -2.4813
H 4.0575 -6.3594 -3.2022
H 6.0702 -4.2185 -3.5044
H 5.4985 -5.4600 -4.6069
H 7.4162 -6.8495 -1.2189
H 6.3865 -7.8155 -2.3901
C -6.4130 3.7776 0.8467
C -7.5066 4.6150 1.4675
C -6.8065 5.9799 1.5059
O -6.2579 6.0564 0.1704
C -5.9534 4.6906 -0.2305
H -6.8316 2.9130 0.3314
H -5.5972 3.5458 1.5314
H -7.7512 4.2375 2.4603
H -8.4736 4.6517 0.9657
H -6.0693 6.0394 2.3066
H -7.4417 6.8576 1.6250
H -4.8995 4.4638 -0.3916
H -6.5721 4.4655 -1.0992
C 3.1159 0.7924 -8.0419
C 1.6673 0.8601 -8.3016
C 1.0893 0.9417 -6.8526
O 2.0482 1.7552 -6.1100
C 3.3511 1.3834 -6.6007
H 3.7017 1.3654 -8.7607
H 3.5105 -0.2217 -7.9793
H 1.3632 -0.0768 -8.7683
H 1.4421 1.7388 -8.9060
H 1.0027 -0.0142 -6.3360
H 0.1124 1.4180 -6.7693
H 3.8382 0.6642 -5.9422
H 3.9851 2.2600 -6.7335
*
```

Formula: C20H40P2PtSi
Source: the OMol25 dataset
Level of theory: ωB97M-V with the def2-TZVPD basis set

## Properties
E_HOMO (alpha / beta)	-0.1470 / -0.2865	Eh
E_LUMO (alpha / beta)	0.69 / -1.32	eV
<S²>	2.01
maximum force	0.055	Eh/bohr
energy relative to the best compared isomer or geometry (same formula, charge and spin)	0.004	eV

Structure (ORCA input):
```
! RIJCOSX wB97M-V def2-TZVPD def2/J DEFGRID3
* xyz 0 3
P -5.6955 -0.8069 -2.1381
P -6.1046 -0.2850 0.9091
C -7.4007 -1.1451 -1.4430
C -7.6468 -0.3763 -0.1466
H -7.4748 -2.2350 -1.2942
H -8.1343 -0.8591 -2.2113
H -7.9625 0.6631 -0.3374
H -8.4299 -0.8621 0.4544
C -6.2617 -1.9402 1.7228
H -5.5606 -1.9740 2.5673
H -6.0066 -2.7374 1.0113
H -7.2868 -2.0906 2.0926
C -6.8544 0.7731 2.2098
H -7.7691 0.3183 2.6093
H -7.0961 1.7483 1.7658
H -6.1248 0.9097 3.0167
C -5.8534 -1.9542 -3.5625
H -4.9667 -1.8482 -4.1994
H -6.7562 -1.7388 -4.1472
H -5.9056 -2.9818 -3.1774
C -6.0853 0.7970 -2.9744
H -6.2051 1.5962 -2.2307
H -7.0069 0.7058 -3.5688
H -5.2466 1.0457 -3.6387
Pt 0.1371 0.0200 -0.0512
C -1.3975 0.7297 1.4002
C -1.2585 -0.6838 1.4484
C -2.2328 -1.6679 0.8350
C -1.9821 -2.0598 -0.6467
C -1.2117 -1.0561 -1.4407
C -1.4841 0.3352 -1.4911
C -2.6606 1.0209 -0.8484
C -2.4560 1.4573 0.6335
C 2.0426 -0.0066 -2.7295
H -0.9465 1.2926 2.2281
H -0.6901 -1.0719 2.3064
H -3.2651 -1.3128 0.9438
H -2.1371 -2.6001 1.4174
H -1.3980 -2.9924 -0.6621
H -2.9311 -2.3196 -1.1397
H -0.6170 -1.4624 -2.2739
H -1.1143 0.8261 -2.4070
H -3.5810 0.4180 -0.9442
H -2.8445 1.9439 -1.4159
H -2.1507 2.5179 0.6144
H -3.4372 1.4582 1.1459
H 2.4565 0.9835 -3.0017
H 1.1295 -0.2029 -3.3047
H 2.7967 -0.7616 -3.0263
C 4.1825 -1.0207 1.8710
Si 3.8723 0.4351 0.7358
C 3.9596 2.0915 1.6181
C 5.1837 0.4237 -0.6118
C 2.2098 0.1420 -0.0994
C 1.7348 -0.0171 -1.3015
H 5.2536 -1.0900 2.1047
H 3.8807 -1.9458 1.3572
H 3.6131 -0.9609 2.8059
H 5.0198 2.3346 1.7939
H 3.5296 2.9001 1.0083
H 3.4395 2.0966 2.5834
H 5.2126 -0.5494 -1.1235
H 4.9833 1.1955 -1.3711
H 6.1635 0.6199 -0.1517
*
```

Formula: C20H40P2SiTi
Source: the OMol25 dataset
Level of theory: ωB97M-V with the def2-TZVPD basis set

## Properties
E_HOMO (alpha / beta)	-0.5150 / -0.5150	Eh
E_LUMO (alpha / beta)	-8.28 / -8.28	eV
maximum force	0.126	Eh/bohr
energy relative to the best compared isomer or geometry (same formula, charge and spin)	5.484	eV

Structure (ORCA input):
```
! RIJCOSX wB97M-V def2-TZVPD def2/J DEFGRID3
* xyz 2 1
P -0.4177 -1.7586 -4.1314
P 0.3366 1.6137 -4.5361
C -0.6418 -0.7671 -5.7833
C 0.5057 0.2375 -5.8757
H -1.6513 -0.3078 -5.8508
H -0.5880 -1.4567 -6.6359
H 1.4973 -0.2284 -5.6664
H 0.5837 0.6963 -6.8924
C -0.8396 2.5664 -5.7495
H -1.2707 3.4304 -5.2357
H -1.6396 1.9251 -6.1595
H -0.2272 2.9082 -6.6108
C 1.8790 2.4989 -4.9037
H 1.7844 2.8593 -5.9246
H 2.7064 1.7778 -4.8360
H 2.0649 3.3421 -4.2371
C -1.8390 -2.8732 -4.3991
H -1.7555 -3.6490 -3.6245
H -1.7865 -3.3527 -5.4016
H -2.7740 -2.2998 -4.3117
C 1.0240 -2.7592 -4.7395
H 2.0002 -2.2425 -4.6929
H 0.8895 -3.0614 -5.8002
H 1.0778 -3.6840 -4.1597
Ti 0.5104 -1.9108 -1.6557
C -0.1542 2.9885 -3.0426
C -1.5043 2.6985 -2.7219
C -2.3040 1.6249 -3.1855
C -1.7678 0.2915 -2.5535
C -0.3903 -0.1517 -3.1288
C 0.9410 0.5645 -3.1873
C 1.4980 1.3175 -1.9809
C 0.6144 2.4786 -1.7261
C 2.4085 -2.5843 -0.9045
H 0.1491 4.0507 -3.2461
H -1.9005 3.1750 -1.8213
H -2.4983 1.4960 -4.2650
H -3.2961 1.7751 -2.7186
H -1.8175 0.3984 -1.4457
H -2.6523 -0.3906 -2.7942
H -1.1378 -1.8400 -2.0148
H 1.7557 -0.0879 -3.6042
H 2.5006 1.7233 -2.1549
H 1.5755 0.7821 -1.0204
H -0.0959 2.1881 -0.9288
H 1.1703 3.3528 -1.3117
H 2.7845 -1.8447 -0.1565
H 3.1377 -2.6479 -1.7164
H 2.1979 -3.5868 -0.4627
C 1.2642 0.7545 3.3455
Si -0.3011 1.1694 2.3865
C -1.7945 0.6942 3.3942
C -0.3243 3.0551 2.1549
C -0.3323 0.2501 0.7725
C 0.0172 -0.5881 -0.0949
H 1.1474 0.9798 4.4207
H 2.1414 1.3213 2.9852
H 1.5017 -0.3202 3.2598
H -1.6410 0.7560 4.4884
H -2.6702 1.3130 3.1361
H -2.0239 -0.3559 3.1283
H 0.5779 3.4388 1.6646
H -1.1981 3.3555 1.5669
H -0.3950 3.5230 3.1382
*
```

Formula: C20H41BF4N5O9S
Source: the OMol25 dataset
Level of theory: ωB97M-V with the def2-TZVPD basis set

## Properties
E_HOMO	-0.4275	Eh
E_LUMO	-2.45	eV
maximum force	0.067	Eh/bohr

Structure (ORCA input):
```
! RIJCOSX wB97M-V def2-TZVPD def2/J DEFGRID3
* xyz 1 1
C 3.5669 1.2987 1.6606
C 2.6065 1.8868 0.6123
C 2.1747 0.8693 -0.4567
C 0.6397 0.6623 -0.5128
C 0.2048 -0.7632 -0.8111
N -0.0019 -1.1314 -2.2691
C 1.0835 -0.6868 -3.2043
C 1.4156 -1.8802 -4.1118
C 2.8317 -2.0458 -4.4445
O 2.0056 -2.9323 -3.4607
C -1.4072 -1.0233 -2.7782
C -2.0809 0.3502 -2.9064
F -3.0182 0.1231 -3.9185
C -1.2623 1.6014 -3.2545
C -1.4559 2.0834 -4.6950
C -2.1694 -2.1187 -2.0016
C -3.6736 -1.9645 -1.9666
O -1.8221 -3.2770 -2.7209
O -1.6860 -2.3424 -0.6738
C -0.9753 -1.3253 0.0088
B -2.0881 -0.3103 0.6544
O -2.1607 1.0203 0.3168
O -2.8596 -0.8752 1.5988
C -4.2904 -0.7257 1.6551
C -4.9616 -2.0934 1.5764
S -0.2369 -2.3658 1.3761
O 1.0328 -2.8473 0.9151
O -1.2021 -3.3077 1.8405
C 0.1247 -1.2549 2.8382
F -0.8911 -1.1887 3.6316
F 0.4668 -0.0421 2.4659
F 1.1140 -1.8109 3.4484
H 4.5913 1.4609 1.3450
H 3.3731 0.2322 1.7759
H 3.3908 1.7453 2.6347
H 3.1266 2.6936 0.1021
H 1.7411 2.3334 1.0988
H 2.6962 -0.0822 -0.3452
H 2.4827 1.2611 -1.4278
H 0.2335 1.3896 -1.2063
H 0.2613 0.9672 0.4526
H 1.0655 -1.3817 -0.5579
H 0.1337 -2.1529 -2.2525
H 0.7683 0.1002 -3.8764
H 1.9944 -0.4834 -2.6592
H 0.7064 -2.1195 -4.9067
H 3.0585 -2.7692 -5.2127
H 3.6372 -1.7650 -3.7841
H -1.3614 -1.4307 -3.7862
H -2.6864 0.5645 -2.0326
H -1.6132 2.4047 -2.6093
H -0.2006 1.5194 -3.0770
H -1.2015 1.3277 -5.4329
H -0.8039 2.9428 -4.8360
H -2.4660 2.4418 -4.8606
H -4.0127 -1.0351 -1.5149
H -4.0326 -1.9680 -2.9923
H -4.0848 -2.8347 -1.4647
H -1.9385 -4.0464 -2.1465
H -3.0046 1.3486 -0.0096
H -4.5216 -0.2767 2.6188
H -4.6636 -0.0337 0.8990
H -5.5941 -2.2504 2.4434
H -4.1858 -2.8541 1.5693
H -5.5682 -2.1971 0.6809
C -3.0944 1.5058 6.2503
O -3.1940 1.9639 7.3684
N -3.9815 1.8142 5.2470
N -2.0898 0.6440 5.8896
H -3.9139 1.4488 4.3178
H -4.7286 2.4421 5.4759
H -1.4248 0.3973 6.5981
H -1.9964 0.2550 4.9731
C 7.3396 3.0429 2.1097
O 6.3542 3.4797 1.5384
N 7.3063 2.6353 3.4150
N 8.5539 2.9304 1.4911
H 8.1041 2.2790 3.9051
H 6.4321 2.7155 3.8982
H 8.6117 3.2304 0.5368
H 9.3762 2.5806 1.9439
*
```

Formula: C20H41Br4O16Zr
Source: the OMol25 dataset
Level of theory: ωB97M-V with the def2-TZVPD basis set

## Properties
E_HOMO	-0.5697	Eh
E_LUMO	-13.20	eV
maximum force	0.279	Eh/bohr

Structure (ORCA input):
```
! RIJCOSX wB97M-V def2-TZVPD def2/J DEFGRID3
* xyz 3 1
Zr 2.7881 -2.3643 0.7470
C 0.0452 -0.4373 0.1073
O 0.8944 -1.3868 0.6807
H -0.4235 0.1573 0.8930
H 0.6637 0.1866 -0.5622
H -0.7600 -0.8495 -0.5122
Br -2.6006 3.1989 -3.3015
C -0.6540 3.0869 -3.1922
C -0.3507 2.5279 -1.8334
Br 1.5969 2.4314 -1.4102
H -0.2581 4.1027 -3.1743
H -0.3091 2.5686 -4.0795
H -0.7591 1.5224 -1.7678
H -0.7609 3.1476 -1.0400
Br -4.2301 -3.1578 -2.0737
C -3.1967 -1.9342 -0.9862
C -3.5012 -2.1419 0.5256
Br -2.4078 -1.0012 1.6213
H -3.4103 -0.9047 -1.2736
H -2.1387 -2.0179 -1.2389
H -3.2482 -3.1794 0.7179
H -4.5328 -1.8975 0.7499
C -1.3514 -0.7541 -2.8796
O -2.2657 -0.3557 -1.9057
C -3.5788 -0.4493 -2.1779
O -4.0081 -0.9125 -3.1931
O -4.2756 -0.0494 -1.1363
C -5.7045 -0.0033 -1.2456
H -0.3579 -0.3505 -2.6668
H -1.6243 -0.4205 -3.8831
H -1.2319 -1.8389 -2.9294
H -6.1322 -0.8380 -1.7939
H -5.9792 0.9801 -1.6198
H -6.0478 -0.0860 -0.2147
C 5.4219 1.2760 -0.1844
O 4.5560 1.9578 0.7133
C 3.6101 1.2800 1.3157
O 3.2781 0.1103 1.0849
O 3.0532 2.0917 2.1431
C 1.8276 1.7307 2.7940
H 4.8485 1.0358 -1.0849
H 5.8728 0.3996 0.2845
H 6.2496 1.8766 -0.5548
H 1.0867 1.4563 2.0448
H 1.4570 2.5635 3.3823
H 1.9777 0.8718 3.4476
C -0.8754 2.6288 0.1730
O -0.8866 3.9472 0.6826
C -0.3449 4.8590 -0.1170
O 0.0034 4.6900 -1.2543
O -0.2859 6.0211 0.5316
C 0.1407 7.1372 -0.2400
H 0.1297 2.3110 -0.1089
H -1.5555 2.5631 -0.6786
H -1.3391 1.9849 0.9203
H 1.1733 7.0609 -0.5770
H 0.1150 7.9917 0.4347
H -0.5258 7.3874 -1.0631
C -1.0124 -4.4752 0.2518
O -0.7568 -4.2779 -1.1426
C 0.4292 -3.9239 -1.5109
O 1.4177 -3.7197 -0.7896
O 0.4251 -3.7822 -2.8121
C 1.5678 -4.0043 -3.5885
H -2.0994 -4.4928 0.3670
H -0.6859 -3.6762 0.9143
H -0.7960 -5.4972 0.5650
H 1.5382 -3.6886 -4.6296
H 1.8373 -5.0603 -3.7082
H 2.4593 -3.5552 -3.1345
C -0.0221 -1.3785 3.8391
O 1.0942 -1.4576 4.7491
C 2.2538 -1.6983 4.2407
O 2.4803 -1.6134 3.0050
O 3.1350 -1.8645 5.1945
C 4.4683 -2.3099 4.8356
H -0.9439 -1.5064 4.3985
H 0.0832 -2.1334 3.0647
H -0.0748 -0.3805 3.4038
H 4.4219 -3.0458 4.0345
H 4.7870 -2.8176 5.7446
H 5.1159 -1.4525 4.6676
*
```